(1)
The following is a quantum chemistry calculation of a 2-piece molecular cluster, CH3Br2PS overall, from OMol25.

```
8
CH3Br2PS (ωB97M-V with the def2-TZVPD basis set)
C 0.257 2.064 -0.551
P 0.453 -1.889 0.235
S -1.111 -0.995 -0.633
Br -0.168 -4.076 0.237
Br 0.081 -1.573 2.548
H 0.752 3.029 -1.041
H -0.153 1.312 -1.237
H -0.111 2.127 0.442
```

Properties
E_tot = -161292.5950 eV
Kohn-Sham gap (alpha / beta) = 0.2069 / 0.3456 Ha
E_LUMO (alpha / beta) = -3.57 / -0.57 eV
ΔE to the lowest compared entry with this formula, charge and spin = 87.9 kcal per mole

Mulliken population analysis, charges in e, atoms 1 to 5: -0.685 0.334 -0.081 -0.122 -0.132

(2)
The following is a quantum chemistry calculation of one molecule with the formula C3H3BrS, from OMol25.

```
8
C3H3BrS (ωB97M-V with the def2-TZVPD basis set)
C -0.763 0.391 -1.250
C 0.774 -0.340 1.157
C -0.166 -0.345 0.116
S -0.446 1.846 -1.819
Br 1.987 1.084 1.386
H -1.351 -0.360 -1.767
H 0.751 -1.043 1.965
H -0.786 -1.233 0.213
```

Properties
E_tot = -84032.9953 eV
2S+1 = 3
Kohn-Sham gap (alpha / beta) = 0.2976 / 0.2422 Ha
⟨S²⟩ = 2.0224
E_LUMO (alpha / beta) = 0.92 / -2.70 eV
ΔE to the lowest compared entry with this formula, charge and spin = 10.7 kcal per mole

Mulliken population analysis, charges in e, atoms 1 to 5: -0.282 -0.211 -0.183 -0.069 -0.160

(3)
The following is a quantum chemistry calculation of a 2-piece molecular cluster, C3H4O2 overall, from OMol25.

```
9
C3H4O2 (ωB97M-V with the def2-TZVPD basis set)
C 1.253 0.754 0.324
C -1.563 0.110 -0.255
C 1.937 -0.222 0.231
O -2.546 0.644 0.143
O -1.143 -1.084 0.156
H 0.714 1.635 0.520
H -0.917 0.547 -1.043
H 2.530 -1.079 0.111
H -0.266 -1.305 -0.187
```

Properties
E_tot = -7268.3716 eV
SMILES = O=CO.C#C
Kohn-Sham gap = 0.4160 Ha
E_LUMO = 0.69 eV
ΔE to the lowest compared entry with this formula, charge and spin = 53.4 kcal per mole

Mulliken population analysis, charges in e, atoms 1 to 5: -0.304 0.131 -0.514 -0.476 -0.430